# 1
A 8-piece molecular cluster, C37H71NO11P overall in a non-equilibrium geometry. Source: OMol25; level of theory: ωB97M-V/def2-TZVPD.

```
121
Properties=species:S:1:pos:R:3:forces:R:3
C -1.86719 1.11007 1.77117 -0.1 -0.1 -0.2
C -2.00135 -0.02569 0.79093 0.7 0.1 0.5
O -0.73506 -0.71071 0.74877 -0.4 -0.2 0.2
C -0.69672 -1.70124 -0.23802 0.4 0.2 -0.1
C 0.15213 -2.84868 0.26952 -0.4 0.4 -0.4
N -0.34985 -3.33455 1.57231 0.3 -0.2 0.5
C -1.65709 -3.60874 1.64930 -0.3 -0.3 0.5
C -2.24421 -4.04946 2.81836 -0.1 0.1 -0.4
C -1.46548 -4.21515 3.93146 0.4 -0.1 0.4
C -0.10972 -3.95445 3.85121 0.2 0.2 -0.5
C 0.45177 -3.51058 2.66162 -0.4 0.1 -0.5
P 2.24809 -3.20299 2.78122 0.6 -0.9 1.3
O 2.78575 -4.05439 3.84768 -0.2 0.0 0.0
O 2.40425 -1.67377 3.14922 -0.2 0.0 -0.5
O 2.90826 -3.47863 1.37722 -0.4 0.5 -0.2
H -2.70511 1.78601 1.63908 -0.1 0.2 0.1
H -1.86265 0.74519 2.79150 0.1 0.0 0.2
H -0.94298 1.64000 1.57446 0.1 0.2 0.0
H -2.22405 0.33975 -0.20313 -0.3 0.0 -0.3
H -2.75479 -0.72602 1.15627 -0.3 -0.1 -0.3
H -1.68407 -2.02637 -0.56290 -0.2 0.0 0.1
H -0.19181 -1.32999 -1.12997 0.0 0.0 -0.3
H 1.16064 -2.48527 0.35903 0.3 -0.1 0.3
H 0.11016 -3.65910 -0.44848 0.2 -0.3 -0.1
H -2.26410 -3.48685 0.77197 0.2 0.1 -0.3
H -3.29816 -4.25589 2.85876 -0.2 0.0 0.0
H -1.88207 -4.55232 4.86322 -0.3 0.0 0.1
H 0.52432 -4.08666 4.70796 0.2 -0.1 0.1
H 2.75642 -1.64960 4.05024 0.1 0.3 0.1
H 3.86919 -3.49473 1.50772 0.1 -0.2 -0.3
C -5.86343 -6.39399 6.01643 0.0 0.1 0.1
C -6.60445 -5.21279 5.39404 0.0 -0.1 -0.1
C -5.50282 -4.16796 5.30251 0.0 0.0 0.1
O -4.27664 -4.89213 5.10557 0.0 0.0 -0.1
C -4.49968 -6.29094 5.35212 0.0 0.0 -0.1
H -6.34304 -7.35432 5.84017 0.0 0.0 0.0
H -5.76983 -6.25198 7.09458 0.0 0.0 0.0
H -6.96104 -5.47677 4.39611 0.0 0.0 0.0
H -7.45553 -4.87252 5.97968 0.0 0.0 0.0
H -5.42052 -3.59261 6.22886 0.0 0.0 0.0
H -5.64339 -3.47177 4.47449 0.1 0.0 0.0
H -4.48367 -6.82105 4.39379 0.0 0.0 0.0
H -3.69244 -6.67667 5.97537 0.0 0.0 0.0
C 2.70359 0.41348 0.71025 -0.2 0.0 -0.2
C 3.62033 0.96485 -0.38001 0.1 0.0 0.1
C 3.13043 2.40379 -0.48989 -0.1 -0.1 0.0
O 2.66707 2.77493 0.80997 0.0 -0.1 -0.1
C 2.56190 1.61024 1.63701 0.1 0.1 0.0
H 3.08945 -0.45510 1.23473 0.1 0.0 -0.1
H 1.73098 0.15499 0.28032 0.0 0.0 0.0
H 4.65851 0.94918 -0.04083 0.0 0.0 0.0
H 3.56219 0.42228 -1.32313 0.0 0.0 0.0
H 2.29105 2.48704 -1.19005 0.0 0.0 -0.1
H 3.91379 3.09326 -0.80649 0.0 0.0 0.0
H 3.36583 1.63171 2.37638 0.0 -0.1 0.1
H 1.60927 1.62796 2.16702 0.0 0.1 0.0
C 5.53491 2.00420 6.44075 0.1 0.0 -0.1
C 5.33885 3.35244 5.75212 -0.1 0.0 0.1
C 4.52685 2.96010 4.52651 0.0 0.0 0.0
O 3.73658 1.82756 4.91312 0.0 -0.1 0.0
C 4.19894 1.32675 6.17164 -0.1 0.1 0.0
H 5.76072 2.08175 7.50253 0.0 0.0 0.0
H 6.34422 1.45069 5.95952 0.0 0.0 0.0
H 4.75765 4.01914 6.39225 0.0 0.0 0.0
H 6.27020 3.85359 5.49604 0.0 0.0 0.0
H 5.17801 2.66541 3.69605 0.0 0.0 0.0
H 3.86498 3.75357 4.18006 0.0 0.0 0.0
H 3.46264 1.58230 6.94080 0.0 0.0 0.0
H 4.27909 0.23899 6.11751 0.0 0.0 0.0
C 2.77841 5.84220 -1.86180 0.0 0.1 0.1
C 1.37978 6.42104 -2.05673 0.0 -0.1 0.0
C 1.35915 6.67817 -3.55865 0.1 0.0 0.0
O 2.19940 5.67913 -4.14619 0.0 0.0 0.0
C 2.95307 5.01912 -3.12860 -0.1 -0.1 0.0
H 2.88521 5.24991 -0.95441 0.0 0.0 0.0
H 3.51420 6.64856 -1.83122 0.0 0.0 0.0
H 0.62661 5.67483 -1.79100 0.0 0.0 0.0
H 1.18905 7.31851 -1.47139 0.0 0.0 0.0
H 1.76551 7.66443 -3.80289 0.0 0.0 0.0
H 0.35998 6.60041 -3.98890 0.0 0.0 -0.1
H 2.54927 4.00710 -3.00261 0.0 0.0 0.0
H 3.99426 4.93859 -3.44441 0.0 0.0 -0.1
C -3.29346 3.10240 -4.18053 0.0 0.1 0.1
C -1.78034 3.05614 -3.99140 0.0 -0.1 -0.1
C -1.66055 2.47880 -2.58913 0.0 0.1 0.0
O -2.78835 1.61563 -2.41295 0.0 -0.1 0.1
C -3.72990 1.83069 -3.47239 0.0 -0.1 0.0
H -3.60420 3.13016 -5.22302 0.0 0.0 0.0
H -3.70916 3.97772 -3.67672 0.0 0.0 0.0
H -1.33223 2.37800 -4.71981 0.0 0.0 0.0
H -1.29785 4.02383 -4.08879 0.1 0.1 0.0
H -1.70046 3.26542 -1.82775 0.0 0.0 0.0
H -0.74427 1.90305 -2.44388 0.0 0.0 0.0
H -3.69626 0.96952 -4.14833 0.0 0.0 0.0
H -4.73213 1.90057 -3.04912 0.0 0.0 0.1
C -3.47718 -4.75445 -2.66573 0.0 0.0 0.1
C -4.19620 -3.57862 -3.32164 0.0 -0.1 -0.1
C -3.06518 -2.57212 -3.47416 0.0 0.0 0.1
O -1.86515 -3.33180 -3.65367 0.0 0.0 0.2
C -2.11973 -4.70804 -3.35443 0.0 0.0 -0.1
H -3.98377 -5.70866 -2.79601 0.0 0.0 0.0
H -3.36446 -4.57346 -1.59114 0.0 0.0 0.0
H -4.57438 -3.87201 -4.30222 0.0 0.0 0.0
H -5.02991 -3.19126 -2.73850 0.0 0.0 0.0
H -2.95552 -1.95781 -2.57153 -0.1 0.1 0.0
H -3.20240 -1.90560 -4.32475 0.1 0.0 0.0
H -2.13056 -5.27350 -4.29050 0.0 -0.1 0.0
H -1.31073 -5.09362 -2.73067 0.0 0.0 0.0
C 2.93046 1.78268 -5.64665 0.1 0.0 -0.1
C 2.72045 3.11508 -6.36329 -0.1 0.0 0.1
C 1.88802 2.68894 -7.56455 0.1 -0.1 0.0
O 1.10827 1.56631 -7.13410 0.0 0.0 0.0
C 1.59071 1.09590 -5.87771 0.0 0.1 0.0
H 3.17392 1.88697 -4.58889 0.0 0.0 0.0
H 3.73254 1.21753 -6.12701 0.0 0.0 0.0
H 2.15060 3.79626 -5.72998 0.0 0.0 0.0
H 3.64699 3.61243 -6.64517 0.0 0.0 0.0
H 2.52173 2.37271 -8.39969 0.0 0.0 0.0
H 1.21855 3.47353 -7.91694 0.0 0.0 0.0
H 0.86716 1.37019 -5.09932 0.0 0.0 0.1
H 1.66715 0.00791 -5.90904 0.0 0.0 0.0
```
Forces are in eV/Å.

For the HOMO energy, the calculation gives -0.393 Eh. Its multiplicity is 1. The charge is +1. As for the gap between HOMO and LUMO: 6.796 eV.

=====

# 2
A 6-piece molecular cluster, C37H73BrClN2O15P2S overall. Source: OMol25; level of theory: ωB97M-V/def2-TZVPD.

```
132
Properties=species:S:1:pos:R:3:forces:R:3
C 4.51985 -1.75787 2.41802 0.1 0.0 0.0
C 3.86488 -3.05449 2.81681 -0.3 0.1 0.1
O 3.99329 -3.57702 3.88972 0.2 -0.2 -0.1
O 3.09936 -3.56308 1.82293 0.5 0.2 -0.3
C 3.33858 -4.94804 1.48673 -0.3 -0.1 0.3
C 2.81655 -5.23878 0.07874 0.1 -0.1 0.0
C 1.53128 -6.07652 -0.01843 0.0 0.1 0.2
C 0.13959 -5.37808 -0.04685 0.2 -0.1 -0.2
C 0.12841 -3.85825 0.11856 -0.1 0.1 -0.3
P -1.45463 -3.00015 0.68209 -0.4 0.3 -0.1
S -2.80785 -4.55804 -0.37676 -0.1 -0.2 0.0
N -0.54703 -1.59935 1.49220 0.3 -0.3 0.0
C 0.25991 -1.80693 2.69290 0.1 0.2 0.0
C 0.08625 -0.63792 0.66299 -0.1 0.2 0.2
C 1.44723 -0.93359 0.06046 -0.1 0.1 -0.1
O -0.40200 0.45547 0.46960 0.0 -0.1 -0.1
P -1.56639 -4.28086 2.61472 0.1 -0.3 -0.2
O -0.27182 -4.86235 3.04016 0.0 0.1 0.1
O -2.30374 -3.50193 3.84724 0.0 0.1 0.1
O -2.66677 -5.43590 2.36562 0.0 0.1 0.2
O -1.57690 -2.03947 -0.72171 0.1 0.2 0.2
C -2.80654 -1.39589 -0.89456 -0.3 0.2 -0.2
C -2.55817 -0.02778 -1.55991 0.0 0.0 -0.1
C -3.70721 0.40008 -2.42544 -0.1 0.1 0.2
O -4.51172 1.23687 -2.23223 0.1 0.0 -0.1
Br -3.78614 -0.61987 -4.14048 0.0 -0.1 0.0
C -3.55485 -1.37009 0.48686 -0.3 0.0 -0.1
Cl -5.30567 -1.90317 0.06678 0.1 0.0 0.1
C -3.69523 0.02177 1.09898 -0.1 0.1 0.0
C -4.37891 0.24783 2.45022 0.1 0.1 0.1
O -5.77685 0.47375 2.27637 0.0 -0.1 0.1
C -4.10128 -0.77588 3.55510 0.0 0.1 0.1
N -5.03243 -1.89651 3.53670 0.1 0.0 0.1
O -2.95006 -2.27998 1.28528 0.1 -0.1 0.0
H 3.80783 -0.93144 2.46885 0.0 -0.1 0.0
H 5.35397 -1.56305 3.09081 -0.1 0.1 0.1
H 4.88797 -1.83638 1.39494 -0.1 0.1 0.0
H 2.86890 -5.58244 2.24167 -0.1 0.0 -0.1
H 4.41932 -5.11186 1.53427 0.0 0.0 0.0
H 2.74173 -4.29461 -0.46756 0.0 0.0 0.0
H 3.60866 -5.80836 -0.41961 0.0 0.0 0.0
H 1.62430 -6.68972 -0.91975 -0.1 0.0 0.0
H 1.54450 -6.78565 0.81658 0.0 0.0 0.0
H -0.49345 -5.85587 0.69923 0.0 0.1 0.0
H -0.32234 -5.61919 -1.00400 -0.1 0.0 0.1
H 0.91648 -3.53429 0.79333 0.0 -0.1 0.1
H 0.32715 -3.39199 -0.85207 0.1 0.0 0.1
H -2.40040 -4.26221 -1.62083 0.1 0.1 0.0
H 0.89881 -2.69262 2.67879 0.0 -0.1 0.0
H 0.90697 -0.93500 2.85251 0.0 0.0 0.0
H -0.38002 -1.85232 3.57785 0.0 0.0 -0.1
H 2.00540 -0.00079 -0.03027 0.0 -0.1 0.0
H 1.26703 -1.30986 -0.95083 0.0 0.0 0.1
H 2.00974 -1.69284 0.59779 0.0 0.0 0.0
H -1.66722 -3.41780 4.56795 0.0 -0.1 0.0
H -3.48106 -5.25019 2.84766 -0.1 0.1 -0.1
H -3.45147 -1.96286 -1.57195 0.3 -0.2 0.1
H -1.68616 -0.15646 -2.20225 0.0 0.0 0.0
H -2.36911 0.77445 -0.85271 0.1 -0.1 0.0
H -4.23712 0.63752 0.37484 0.0 0.0 0.1
H -2.68673 0.43830 1.18508 0.1 -0.2 0.0
H -3.95151 1.19032 2.82584 0.1 0.0 -0.1
H -6.07908 0.91773 3.08038 -0.1 0.1 0.0
H -3.08905 -1.15866 3.43515 0.0 0.0 -0.1
H -4.12360 -0.22592 4.51392 0.0 0.0 0.0
H -4.69101 -2.61264 4.16480 0.0 -0.1 -0.1
H -5.94156 -1.59813 3.86665 0.0 0.0 -0.1
C -7.84200 3.22588 6.26033 0.0 0.0 0.0
C -8.77571 3.22750 5.05301 -0.1 -0.1 0.0
C -7.80019 2.99926 3.90717 0.0 0.1 0.0
O -6.74074 2.19986 4.44611 0.1 0.0 0.0
C -6.83395 2.15197 5.87025 0.0 0.0 0.0
H -8.34348 3.00669 7.20258 0.0 0.0 0.0
H -7.35203 4.19738 6.35358 0.0 0.0 0.0
H -9.47872 2.39344 5.12084 0.0 0.0 0.0
H -9.34238 4.14992 4.95043 0.0 0.0 0.0
H -7.37794 3.94371 3.54934 0.0 0.0 0.0
H -8.23739 2.47443 3.05782 0.0 0.0 0.0
H -7.17857 1.15657 6.17084 0.0 0.0 0.0
H -5.84099 2.31413 6.29147 0.0 0.0 0.0
C 6.96575 1.36737 -0.80124 0.0 0.0 0.0
C 6.53533 1.43049 -2.26560 0.0 0.0 0.0
C 6.03506 0.01134 -2.49996 0.0 0.0 0.0
O 5.50829 -0.43529 -1.24708 0.0 0.0 0.0
C 5.89088 0.46327 -0.21009 0.0 0.1 0.0
H 7.01174 2.33993 -0.31225 0.0 0.0 0.0
H 7.94752 0.89514 -0.71739 0.0 0.0 0.0
H 5.71942 2.14649 -2.38611 0.0 0.0 0.0
H 7.33569 1.70628 -2.95127 0.0 0.0 0.0
H 6.85147 -0.64921 -2.80382 0.0 0.0 0.0
H 5.25302 -0.04843 -3.25606 0.0 0.0 0.0
H 5.01436 1.04402 0.09987 0.0 0.0 0.0
H 6.24024 -0.11556 0.64593 0.0 0.0 0.0
C 8.12983 -0.99793 -7.55101 0.0 0.1 0.0
C 9.22674 -1.31713 -6.53768 0.0 -0.1 0.0
C 8.77537 -0.49807 -5.33468 0.0 0.0 0.0
O 7.35015 -0.45778 -5.38957 0.0 0.0 0.0
C 6.89775 -0.93512 -6.65799 0.0 -0.1 0.0
H 8.03605 -1.74179 -8.34206 0.0 0.0 0.0
H 8.31458 -0.02714 -8.01561 0.0 0.0 0.0
H 9.22093 -2.38203 -6.29477 0.0 0.0 0.0
H 10.22683 -1.04901 -6.87601 0.0 0.0 0.0
H 9.16336 0.52558 -5.38722 0.0 0.0 0.0
H 9.07804 -0.93325 -4.38037 0.0 0.0 0.0
H 6.45013 -1.92574 -6.52389 0.0 0.0 0.0
H 6.12910 -0.25822 -7.03372 0.0 0.0 0.0
C -10.24885 8.00525 7.69286 0.0 0.0 0.0
C -10.90319 6.86475 8.46995 0.0 0.0 0.0
C -10.99923 5.78277 7.40148 0.0 0.0 0.0
O -9.88553 5.98301 6.53161 0.0 0.0 0.0
C -9.27580 7.24579 6.79990 0.0 0.0 0.0
H -9.75156 8.73885 8.32596 0.0 0.0 0.0
H -10.99395 8.52494 7.08684 0.0 0.0 0.0
H -10.24944 6.53922 9.28182 0.0 0.0 0.0
H -11.87264 7.12183 8.89467 0.0 0.0 0.0
H -11.92482 5.87777 6.82353 0.0 0.0 0.0
H -10.94958 4.77150 7.80800 0.0 0.0 0.0
H -8.32025 7.07890 7.30916 0.0 0.0 0.0
H -9.07787 7.74844 5.85257 0.0 0.0 0.0
C 6.75504 2.38227 -11.33319 0.0 0.0 0.0
C 7.52970 3.64275 -10.95392 0.0 0.0 0.0
C 8.23261 3.19606 -9.67834 0.0 0.0 0.0
O 8.47546 1.79607 -9.82717 0.0 0.0 0.0
C 7.74063 1.28889 -10.94150 0.0 0.0 0.0
H 6.47603 2.33793 -12.38497 0.0 0.0 0.0
H 5.84527 2.30535 -10.73453 0.0 0.0 0.0
H 8.26219 3.88260 -11.72765 0.0 0.0 0.0
H 6.89736 4.51589 -10.79995 0.0 0.0 0.0
H 7.59745 3.35606 -8.80067 0.0 0.0 0.0
H 9.18474 3.70128 -9.51164 0.0 0.0 0.0
H 8.43734 1.07209 -11.75857 0.0 0.0 0.0
H 7.25446 0.35756 -10.64687 0.0 0.0 0.0
```
Forces are in eV/Å.

For the HOMO energy, the calculation gives -0.175 Eh. Its multiplicity is 1. The charge is -1. As for the gap between HOMO and LUMO: 6.538 eV.

=====

Respective lowest unoccupied orbital energy values: -3.9 1.8 eV.